The following is a quantum chemistry calculation of C8H12N2O in the gas phase, from the OMol25 dataset.

Properties
- LUMO level (spin up / spin down): 0.72 / 0.72 eV
- HOMO level (spin up / spin down): -7.29 / -7.29 eV
- Kohn-Sham gap (spin up / spin down): 8.008 / 8.006 eV

Last columns: bonded neighbours and bond lengths (Å).
CARTESIAN COORDINATES (ANGSTROEM)
1 C 3.903 -0.353 -0.290  C2 1.413, C3 1.360, H12 1.070
2 C 2.898 -0.851 0.569  C1 1.413, C4 1.375, H13 1.070
3 C 3.448 0.838 -0.761  C1 1.360, O11 1.346, H14 1.072
4 C 1.891 0.087 0.565  C2 1.375, C6 1.439, O11 1.356
5 C -0.685 -0.979 -0.359  C7 1.481, H15 1.077, H16 1.076
6 C 0.612 0.093 1.223  C4 1.439, N9 1.391, H17 1.081
7 C -1.401 0.279 -0.672  C5 1.481, C8 1.530, N10 1.518, H18 1.093
8 C -2.817 0.322 -0.092  C7 1.530, H19 1.088, H20 1.085, H21 1.087
9 N -0.171 1.240 1.142  C6 1.391, N10 1.399, H22 1.015
10 N -0.674 1.500 -0.137  C7 1.518, N9 1.399, H23 1.017
11 O 2.229 1.110 -0.259  C3 1.346, C4 1.356
12 H 4.839 -0.819 -0.519  C1 1.070
13 H 2.912 -1.773 1.111  C2 1.070
14 H 3.876 1.562 -1.427  C3 1.072
15 H 0.040 -1.362 -1.057  C5 1.077
16 H -1.175 -1.716 0.254  C5 1.076
17 H 0.526 -0.514 2.114  C6 1.081
18 H -1.440 0.456 -1.749  C7 1.093
19 H -2.870 -0.196 0.863  C8 1.088
20 H -3.508 -0.160 -0.776  C8 1.085
21 H -3.120 1.356 0.048  C8 1.087
22 H -0.944 1.249 1.800  N9 1.015
23 H 0.125 1.697 -0.734  N10 1.017